[1]
{
  "formula": "C3H4EuO5",
  "method": "ωB97M-V with the def2-TZVPD basis set",
  "gap_ev": [4.35, 4.34],
  "spin_multiplicity": 9,
  "lumo_energy_ev": [2.272, 2.265],
  "largest_force_ev_per_a": 4.30,
  "homo_energy_ev": [-2.074, -2.074],
  "total_charge": -1,
  "symbols": ["C", "C", "O", "C", "O", "O", "O", "H", "H", "H", "O", "H", "Eu"],
  "coordinates": [[-2.29199, -0.34072, 0.56531], [-2.00395, 0.41262, -0.53185], [-0.87325, 1.23861, -0.61128], [0.29979, 0.81833, -1.11414], [1.29226, 1.53034, -0.75059], [0.41755, -0.35916, -1.50339], [-1.48205, -0.78361, 1.46714], [-3.29400, -0.82078, 0.49657], [-2.61352, 0.39302, -1.43537], [1.48024, -0.81753, 0.76818], [2.56056, -0.80498, 0.96609], [2.77111, -1.52358, 1.56461], [3.73725, 1.05744, 0.11871]],
  "forces_ev_per_a": [[1.38, -1.54, -0.60], [-0.74, 0.16, -0.36], [0.09, 1.20, -0.44], [0.09, -3.33, 2.72], [2.04, 1.40, -0.17], [0.05, 0.59, -1.02], [-0.40, 0.86, 0.28], [-0.04, 0.20, 0.07], [-0.12, 0.26, 0.38], [3.31, -0.05, 0.50], [-3.65, -0.07, -0.59], [-0.32, -0.20, 0.11], [-1.70, 0.53, -0.87]]
}


[2]
{
  "formula": "C6H14N2O2",
  "method": "ωB97M-V with the def2-TZVPD basis set",
  "gap_ev": 9.90,
  "lumo_energy_ev": 0.625,
  "largest_force_ev_per_a": 1.96,
  "e_above_lowest_ev": 0.602,
  "homo_energy_ev": -9.273,
  "symbols": ["C", "N", "C", "C", "O", "H", "H", "H", "H", "H", "H", "H", "C", "N", "C", "C", "O", "H", "H", "H", "H", "H", "H", "H"],
  "coordinates": [[-2.08932, 0.43610, 2.60518], [-0.77873, 1.03635, 2.38450], [-0.37842, 1.41574, 1.14567], [0.94146, 2.12847, 1.09397], [-1.09419, 1.26844, 0.17040], [-2.01154, -0.19796, 3.48876], [-2.85752, 1.19379, 2.73207], [-2.28105, -0.31267, 1.84068], [-0.20792, 1.22000, 3.18966], [1.20775, 2.27818, 0.03869], [0.92197, 3.13832, 1.48920], [1.78612, 1.52307, 1.41309], [-1.00931, -2.05129, -1.15900], [-0.04300, -1.10767, -1.65073], [1.20821, -1.48452, -1.98145], [2.14220, -0.38061, -2.45277], [1.55897, -2.64906, -2.05022], [-1.98908, -1.58967, -1.29432], [-1.05034, -2.97712, -1.71722], [-0.95425, -2.30624, -0.09630], [-0.24165, -0.13920, -1.43794], [3.12996, -0.68683, -2.11482], [2.18063, -0.37906, -3.53668], [1.90904, 0.62345, -2.10042]],
  "forces_ev_per_a": [[0.87, -0.73, 0.42], [-0.35, -0.29, -0.12], [-0.31, 0.56, 0.67], [0.87, -0.08, -1.76], [0.07, -0.29, -0.34], [-0.12, 0.38, 0.36], [-0.23, -0.19, -0.24], [-0.34, 0.53, -0.47], [0.16, 0.08, -0.13], [-0.44, -0.01, 0.05], [-0.03, -0.12, 0.61], [-0.09, 0.08, 0.83], [-1.29, 0.09, 0.10], [-0.06, 0.07, 0.56], [0.21, 0.20, -0.93], [0.25, -0.29, 0.44], [-0.03, -0.12, 0.29], [-0.04, 0.02, 0.05], [0.46, -0.09, -0.24], [0.47, 0.11, -0.01], [0.12, -0.04, -0.07], [0.11, 0.22, 0.04], [-0.17, -0.02, -0.18], [-0.11, -0.05, 0.05]]
}


[3]
{
  "formula": "C8H18BN2O5",
  "method": "ωB97M-V with the def2-TZVPD basis set",
  "gap_ev": 10.04,
  "lumo_energy_ev": -3.267,
  "largest_force_ev_per_a": 0.92,
  "homo_energy_ev": -13.310,
  "total_charge": 1,
  "symbols": ["N", "B", "N", "O", "H", "H", "H", "H", "H", "H", "O", "C", "O", "C", "C", "C", "H", "H", "H", "H", "H", "H", "O", "C", "O", "C", "C", "C", "H", "H", "H", "H", "H", "H"],
  "coordinates": [[0.64166, -2.42865, 1.20320], [1.67956, -2.80469, 0.30285], [1.46147, -2.65599, -1.28101], [2.89574, -3.28023, 0.63263], [-0.19995, -2.98978, 1.10147], [0.35388, -1.44876, 1.16033], [0.63717, -2.10190, -1.51971], [2.24515, -2.20591, -1.76400], [1.33766, -3.57047, -1.72149], [3.22458, -4.09488, 0.25283], [-0.51096, 1.81712, 0.63378], [-0.43053, 1.50821, 1.78779], [-0.39642, 0.19695, 2.14597], [-0.39500, 0.06408, 3.59101], [0.12369, 1.40534, 4.10165], [-0.37713, 2.37314, 3.02664], [-1.41787, -0.13969, 3.90816], [0.23569, -0.78152, 3.85010], [-0.22110, 1.63257, 5.10657], [1.21358, 1.39970, 4.11076], [-1.38806, 2.73358, 3.22560], [0.27095, 3.22792, 2.85580], [1.24616, -0.48121, -3.07590], [0.21396, 0.14964, -3.12177], [-0.90553, -0.40239, -3.60617], [-1.97022, 0.58462, -3.65990], [-1.56434, 1.64622, -2.64138], [-0.03940, 1.58062, -2.71301], [-2.01086, 0.97003, -4.67845], [-2.90492, 0.07946, -3.43665], [-1.98146, 2.62448, -2.86386], [-1.89273, 1.35989, -1.64236], [0.37068, 2.22275, -3.49594], [0.45487, 1.80976, -1.77553]],
  "forces_ev_per_a": [[0.12, 0.27, -0.47], [0.38, -0.12, -0.07], [-0.06, -0.15, 0.18], [-0.85, -0.05, 0.36], [0.00, -0.01, 0.21], [-0.10, -0.03, 0.16], [0.08, 0.06, -0.12], [-0.07, 0.08, -0.02], [0.00, 0.03, -0.07], [0.49, 0.02, -0.35], [0.10, 0.08, -0.02], [-0.17, -0.08, -0.11], [0.06, -0.08, 0.17], [0.03, 0.10, 0.05], [-0.01, 0.02, -0.15], [0.15, -0.18, 0.05], [-0.02, 0.03, 0.01], [0.02, -0.02, -0.06], [-0.06, 0.01, -0.01], [0.01, -0.01, 0.03], [-0.01, 0.03, -0.01], [-0.07, 0.06, -0.02], [-0.09, -0.14, 0.42], [0.07, 0.14, -0.27], [-0.06, -0.03, 0.09], [-0.03, 0.13, 0.05], [0.05, -0.11, -0.01], [-0.17, -0.04, -0.03], [0.03, 0.01, -0.02], [0.03, -0.06, 0.03], [0.03, 0.01, -0.07], [0.00, 0.01, 0.01], [0.03, 0.01, 0.01], [0.08, 0.03, 0.04]]
}


[4]
{
  "formula": "C5H11NO",
  "method": "ωB97M-V with the def2-TZVPD basis set",
  "gap_ev": 8.31,
  "lumo_energy_ev": 0.553,
  "largest_force_ev_per_a": 0.35,
  "e_above_lowest_ev": 6.151,
  "homo_energy_ev": -7.760,
  "symbols": ["C", "O", "C", "C", "N", "C", "C", "H", "H", "H", "H", "H", "H", "H", "H", "H", "H", "H"],
  "coordinates": [[2.61099, 0.51068, 0.15754], [1.63157, 1.07159, -0.66712], [0.78795, 0.20987, -1.11430], [0.09808, -0.46402, 0.87830], [-0.98642, -0.58994, -0.12472], [-2.31346, -0.50069, 0.44693], [-0.68237, 0.44466, -1.10630], [3.27452, 1.30039, 0.50618], [3.13708, -0.32040, -0.32776], [1.37893, -0.24693, 0.76305], [1.15871, -0.76293, -1.44059], [0.09040, -1.35565, 1.51799], [-0.08568, 0.42343, 1.51842], [-2.49633, 0.46819, 0.95039], [-2.44059, -1.29896, 1.18627], [-3.07035, -0.63570, -0.33418], [-0.89378, 1.47012, -0.75072], [-1.19928, 0.27628, -2.05940]],
  "forces_ev_per_a": [[0.35, 0.05, 0.02], [-0.23, -0.06, -0.10], [0.05, -0.03, 0.05], [0.00, -0.06, 0.15], [-0.04, 0.06, 0.03], [-0.18, -0.05, 0.05], [0.01, 0.10, -0.14], [-0.08, -0.11, -0.05], [-0.09, 0.07, 0.09], [-0.09, -0.04, -0.06], [-0.03, 0.12, 0.07], [0.01, 0.14, -0.09], [0.02, -0.10, -0.08], [0.05, -0.13, -0.07], [0.02, 0.11, -0.11], [0.10, 0.03, 0.12], [0.02, -0.14, -0.01], [0.09, 0.02, 0.14]]
}


[5]
{
  "formula": "C3H8N2",
  "method": "ωB97M-V with the def2-TZVPD basis set",
  "gap_ev": 9.94,
  "lumo_energy_ev": 1.026,
  "largest_force_ev_per_a": 0.72,
  "e_above_lowest_ev": 1.233,
  "homo_energy_ev": -8.912,
  "symbols": ["H", "N", "C", "N", "C", "C", "H", "H", "H", "H", "H", "H", "H"],
  "coordinates": [[-0.05932, -2.57002, 1.77887], [-0.35714, -1.68224, 2.18946], [-0.07342, -0.66775, 1.47564], [0.56624, -0.58697, 0.26342], [0.63104, 0.65106, -0.49310], [-0.62146, 0.91921, -1.30828], [-0.30319, 0.34957, 1.85802], [0.68463, -1.43074, -0.27693], [1.51811, 0.56234, -1.13125], [0.84032, 1.47753, 0.18205], [-1.50466, 0.97915, -0.63814], [-0.81856, 0.13359, -2.03270], [-0.50259, 1.86526, -1.86706]],
  "forces_ev_per_a": [[-0.06, 0.21, -0.13], [0.04, 0.19, -0.03], [0.11, 0.38, 0.06], [-0.02, -0.11, 0.16], [0.28, -0.43, -0.23], [-0.34, 0.62, 0.13], [-0.02, -0.62, -0.06], [-0.04, -0.05, 0.18], [-0.20, 0.17, -0.06], [-0.08, 0.03, 0.17], [0.47, 0.11, -0.42], [0.07, -0.16, -0.05], [-0.23, -0.33, 0.26]]
}


[6]
{
  "formula": "C3H3N",
  "method": "ωB97M-V with the def2-TZVPD basis set",
  "gap_ev": 11.85,
  "lumo_energy_ev": 1.038,
  "largest_force_ev_per_a": 2.85,
  "e_above_lowest_ev": 2.931,
  "homo_energy_ev": -10.810,
  "symbols": ["C", "C", "C", "N", "H", "H", "H"],
  "coordinates": [[0.47823, -0.42996, 1.67206], [0.57797, 0.51372, 0.94304], [0.21915, 0.24681, -2.16420], [-0.81923, -0.11942, -1.75864], [0.91677, -1.11169, 2.36052], [0.26113, 1.16832, 0.11690], [-1.63401, -0.26777, -1.16968]],
  "forces_ev_per_a": [[1.46, -0.37, 0.92], [-1.66, 1.22, -1.97], [-0.92, -0.43, 0.04], [0.22, 0.37, 0.19], [-0.56, -0.42, 0.22], [0.86, -0.33, 1.16], [0.60, -0.05, -0.56]]
}


[7]
{
  "formula": "C30H39BCrN7O3S2",
  "method": "ωB97M-V with the def2-TZVPD basis set",
  "gap_ev": [4.47, 6.80],
  "spin_multiplicity": 5,
  "lumo_energy_ev": [2.378, 2.377],
  "largest_force_ev_per_a": 0.19,
  "e_above_lowest_ev": 0.075,
  "homo_energy_ev": [-2.088, -4.420],
  "total_charge": -1,
  "symbols": ["Cr", "N", "C", "O", "C", "C", "H", "H", "H", "H", "H", "H", "N", "C", "C", "C", "C", "C", "C", "N", "C", "C", "C", "S", "C", "N", "H", "H", "H", "H", "H", "H", "H", "C", "C", "C", "C", "C", "C", "C", "C", "O", "B", "O", "C", "C", "H", "H", "H", "H", "H", "H", "H", "H", "H", "H", "H", "H", "S", "C", "N", "C", "C", "N", "C", "C", "C", "C", "N", "H", "H", "H", "H", "H", "H", "H", "H", "H", "H", "H", "H", "H", "H"],
  "coordinates": [[0.97667, 0.30526, -1.65589], [2.93123, -2.86903, -3.30052], [2.12322, -1.81964, -3.04524], [1.66502, -1.65848, -1.90485], [1.78609, -0.87078, -4.16462], [0.62800, 0.01822, -3.71436], [3.32665, -3.35435, -2.51268], [3.44303, -2.88268, -4.16449], [1.61137, -1.46225, -5.07487], [2.69417, -0.28234, -4.33832], [-0.31093, -0.52269, -3.86133], [0.57156, 0.93396, -4.30700], [4.33162, 2.63632, -2.70770], [5.16258, 1.59643, -2.30227], [6.53272, 1.47316, -2.27380], [7.06973, 0.27105, -1.79073], [6.23588, -0.74869, -1.35246], [4.84504, -0.62570, -1.38433], [4.29737, 0.55660, -1.87772], [2.99715, 0.94595, -2.02017], [3.02210, 2.24515, -2.44232], [1.86872, 3.02657, -2.42257], [1.61231, 4.35079, -2.77708], [-0.03099, 4.74291, -2.39663], [-0.29082, 3.15091, -1.82399], [0.74099, 2.37823, -1.89015], [4.61395, 3.59764, -2.77102], [7.17830, 2.27920, -2.60186], [8.14398, 0.14589, -1.74674], [6.67648, -1.65789, -0.96001], [4.19425, -1.39994, -0.99832], [2.27842, 5.07247, -3.21539], [-1.23563, 2.82614, -1.40387], [-7.31613, -2.49935, 1.25809], [-5.83227, -2.59153, 1.61514], [-5.44942, -4.07669, 1.67538], [-5.63596, -1.96262, 3.00180], [-4.94285, -1.87069, 0.60110], [-5.45836, -1.18921, -0.49755], [-4.64080, -0.50913, -1.40900], [-3.28815, -0.53153, -1.18539], [-2.27991, 0.04026, -1.89926], [-1.07306, -0.23057, -1.20721], [-1.40511, -1.07994, -0.10273], [-2.75972, -1.21183, -0.09672], [-3.55230, -1.88231, 0.79898], [-7.90368, -3.03569, 2.00683], [-7.52272, -2.94776, 0.28439], [-7.65967, -1.46370, 1.24101], [-6.07366, -4.60066, 2.40452], [-4.40691, -4.20830, 1.96673], [-5.58654, -4.54816, 0.70019], [-6.26851, -2.46388, 3.73989], [-5.89598, -0.90301, 2.98236], [-4.59995, -2.04270, 3.33269], [-6.52607, -1.16402, -0.66368], [-5.05987, 0.02614, -2.25059], [-3.09981, -2.39098, 1.64131], [-2.11686, 2.11741, 1.03281], [-0.95659, 3.28457, 1.28170], [-0.14809, 4.10978, 1.44374], [0.59952, -1.67263, 3.15720], [0.10588, -0.23797, 2.99044], [1.17846, 0.70907, 2.70853], [1.69645, 1.44638, 3.85350], [0.78619, 2.56668, 4.33721], [1.58159, 0.92620, 1.43158], [2.49648, 2.08292, 1.16683], [1.21147, 0.16775, 0.44910], [-0.23549, -2.33132, 3.40302], [1.33488, -1.73732, 3.96257], [1.06693, -2.04684, 2.24564], [-0.37737, 0.08988, 3.91134], [-0.65165, -0.15404, 2.20875], [2.67798, 1.84312, 3.60363], [1.85589, 0.71786, 4.65644], [0.60654, 3.29601, 3.54821], [1.24528, 3.06713, 5.19330], [-0.18446, 2.18039, 4.65242], [3.47825, 1.91028, 1.61351], [2.06532, 3.00280, 1.56260], [2.62549, 2.18538, 0.09479], [0.60512, -0.58400, 0.75617]],
  "forces_ev_per_a": [[0.05, 0.06, -0.17], [-0.01, 0.01, -0.01], [-0.10, -0.01, -0.03], [0.11, 0.02, 0.08], [-0.04, -0.03, 0.02], [0.02, -0.13, 0.04], [-0.02, -0.02, 0.01], [-0.01, -0.01, -0.01], [0.03, 0.00, -0.01], [-0.01, 0.01, 0.01], [-0.03, 0.05, -0.01], [0.09, 0.01, 0.00], [0.02, 0.00, -0.09], [0.00, 0.02, 0.01], [0.02, 0.01, -0.01], [-0.01, -0.02, 0.01], [-0.02, 0.00, 0.00], [0.03, -0.02, 0.00], [-0.05, 0.03, -0.10], [0.11, 0.10, 0.12], [-0.08, -0.07, 0.10], [-0.03, 0.06, -0.02], [-0.02, -0.03, 0.02], [0.01, -0.03, 0.00], [0.00, 0.06, 0.01], [-0.04, -0.13, -0.02], [0.01, 0.01, 0.05], [0.00, 0.00, 0.00], [0.00, 0.00, 0.00], [0.00, 0.00, 0.00], [0.01, -0.01, 0.00], [0.00, 0.00, 0.00], [0.00, 0.01, -0.02], [0.01, 0.00, 0.00], [-0.01, 0.00, 0.00], [0.00, 0.00, 0.00], [0.00, 0.00, 0.00], [0.03, 0.00, -0.02], [0.02, 0.02, -0.01], [-0.05, -0.01, 0.01], [-0.02, 0.01, -0.02], [0.04, 0.05, 0.04], [-0.02, -0.06, -0.06], [-0.03, 0.00, -0.05], [0.09, 0.00, 0.00], [-0.05, -0.03, 0.04], [0.00, 0.00, 0.00], [0.00, 0.00, 0.00], [0.00, 0.00, 0.00], [0.00, 0.00, 0.00], [0.00, 0.00, 0.00], [0.00, 0.00, 0.00], [0.00, 0.00, 0.00], [0.00, 0.00, 0.00], [0.00, 0.00, 0.00], [0.00, 0.00, 0.00], [0.00, 0.00, 0.00], [0.00, 0.00, 0.00], [0.04, 0.07, 0.09], [-0.15, -0.05, -0.01], [0.06, -0.01, -0.01], [0.00, 0.02, 0.00], [0.05, -0.04, 0.01], [-0.08, 0.03, -0.01], [0.03, -0.03, -0.02], [-0.01, 0.01, 0.01], [0.07, -0.02, 0.02], [0.01, 0.01, 0.00], [0.00, 0.03, 0.05], [0.00, -0.01, 0.00], [0.00, -0.01, 0.00], [0.00, 0.00, 0.00], [-0.02, 0.02, -0.01], [0.00, 0.00, 0.00], [0.00, 0.01, 0.00], [0.02, 0.01, 0.00], [0.02, 0.00, -0.01], [-0.01, 0.00, 0.01], [0.00, 0.00, -0.01], [0.00, -0.02, 0.01], [0.00, 0.00, -0.01], [0.00, 0.00, 0.00], [-0.06, 0.02, -0.01]]
}


[8]
{
  "formula": "C11H12N",
  "method": "ωB97M-V with the def2-TZVPD basis set",
  "gap_ev": 9.27,
  "lumo_energy_ev": -3.142,
  "largest_force_ev_per_a": 3.06,
  "e_above_lowest_ev": 3.276,
  "homo_energy_ev": -12.409,
  "total_charge": 1,
  "symbols": ["C", "C", "C", "C", "C", "C", "C", "C", "N", "C", "C", "C", "H", "H", "H", "H", "H", "H", "H", "H", "H", "H", "H", "H"],
  "coordinates": [[3.06756, 0.67511, 0.15140], [3.03022, -0.70732, 0.38029], [1.89883, -1.44666, 0.13211], [0.75677, -0.67835, -0.20552], [0.73851, 0.67265, -0.20303], [1.90366, 1.39777, -0.10118], [-0.72179, 0.88838, -0.65893], [-1.76839, 1.23756, 0.27863], [-1.87859, -0.04339, 1.23414], [-1.78383, -1.20904, 0.26277], [-0.71617, -0.87460, -0.70678], [-1.08560, 0.00062, -1.85540], [3.97539, 1.24380, 0.48778], [3.96058, -1.03018, 0.83763], [1.59519, -2.42747, 0.30825], [1.79193, 2.48933, -0.18055], [-1.55117, 2.19497, 0.81294], [-2.67677, 1.34220, -0.34077], [-2.61960, -0.26348, 1.95046], [-0.88178, -0.02958, 1.69553], [-2.77752, -1.45650, -0.24015], [-1.53701, -2.11532, 0.79163], [-0.63261, 0.30821, -2.79145], [-2.08781, -0.16871, -2.03981]],
  "forces_ev_per_a": [[0.13, 1.27, 1.36], [1.07, 0.67, 0.23], [-2.40, 1.85, -0.41], [-0.16, -1.36, -0.19], [-0.46, 0.70, -1.45], [-0.32, 1.09, -0.03], [1.07, -2.40, -0.34], [-1.31, 0.85, 0.18], [1.79, -0.35, 0.44], [-1.32, -1.08, -0.98], [1.89, 2.03, 0.42], [1.55, 1.08, 0.29], [-0.83, -0.72, -0.83], [-0.29, -0.89, -0.30], [0.98, -2.00, 0.28], [0.76, -0.47, 0.11], [-0.35, -1.13, 0.09], [-0.10, -0.17, 1.09], [0.74, 1.07, -0.64], [-2.28, -0.11, -0.52], [1.05, 0.93, 0.79], [0.17, -0.17, 0.55], [0.93, -1.05, 0.10], [-2.31, 0.35, -0.23]]
}